No. 1
{"formula": "C13H18NO6OsS2", "method": "the ωB97M-V functional and the def2-TZVPD basis", "symbols": ["Os", "O", "C", "O", "C", "C", "C", "C", "C", "N", "C", "O", "O", "H", "H", "H", "H", "H", "C", "O", "C", "S", "S", "H", "H", "H", "C", "C", "O", "C", "C", "H", "H", "H", "H", "H", "H", "H", "H", "H", "H"], "xyz": [[0.4519, 0.4177, -0.4569], [0.0052, -3.3220, 1.3719], [0.1149, -2.1107, 0.9798], [0.0850, -1.7360, -0.2068], [0.2387, -1.0862, 2.0629], [0.2373, -1.3097, 3.4286], [0.2767, -0.2002, 4.2701], [0.2353, 1.0862, 3.7299], [0.2186, 1.2255, 2.3538], [0.2815, 0.1489, 1.5553], [0.0577, 2.4716, 1.5335], [-0.0849, 3.6443, 2.0100], [0.0318, 2.3316, 0.2932], [-0.1316, -3.9914, 0.6747], [0.1985, -2.3180, 3.8210], [0.3082, -0.3284, 5.3451], [0.2117, 1.9423, 4.3929], [-0.1385, 3.7709, 2.9714], [-0.9728, -1.4570, -5.4730], [-0.4745, -0.8258, -4.2487], [-0.7138, 0.3927, -3.9986], [-1.5816, 1.5605, -4.8397], [-0.1172, 1.2568, -2.6207], [-1.5628, -2.3178, -5.1745], [-0.1070, -1.7777, -6.0455], [-1.5730, -0.7624, -6.0584], [2.3325, -1.7472, -2.6476], [3.0895, -1.3847, -1.3827], [2.7320, -0.0757, -0.8613], [3.5591, 0.9997, -1.3739], [3.1099, 2.3266, -0.8160], [2.5945, -2.7695, -2.9216], [2.6067, -1.0959, -3.4770], [1.2546, -1.7044, -2.4833], [4.1618, -1.3909, -1.5751], [2.8757, -2.0932, -0.5830], [3.5371, 0.9955, -2.4661], [4.5834, 0.7945, -1.0576], [2.0470, 2.5024, -1.0174], [3.6521, 3.1348, -1.3051], [3.3033, 2.3904, 0.2559]], "spin_multiplicity": 5, "mol_weight_da": 538.652, "s2": 6.029, "homo_lumo_gap_ha": [0.2789, 0.2421], "charge": 3, "energy_ha": -1898.2856}

No. 2
{"formula": "C6H8OS2", "method": "the ωB97M-V functional and the def2-TZVPD basis", "symbols": ["C", "C", "C", "C", "C", "C", "O", "S", "S", "H", "H", "H", "H", "H", "H", "H", "H"], "xyz": [[2.4152, -0.7237, -0.7091], [0.3365, -1.9062, 0.0673], [1.6628, 0.0859, 0.1460], [0.5875, -0.7257, 0.5820], [1.8597, 1.4789, 0.6964], [-3.0112, -0.1539, -0.5328], [-2.2206, 2.2174, 0.5037], [1.6822, -2.2950, -0.9785], [-2.4901, 0.8109, 1.0175], [3.2450, -0.5031, -1.2707], [-0.2656, -2.7703, 0.5161], [2.9042, 1.9093, 0.6751], [1.0342, 2.0534, 0.1301], [1.5259, 1.5355, 1.7130], [-3.9946, -0.2443, -0.7843], [-2.7852, -1.1766, -0.4544], [-2.4858, 0.4075, -1.3174]], "mol_weight_da": 160.263, "homo_lumo_gap_ha": [0.2961, 0.3008], "charge": 0, "energy_ha": -1104.8611}

No. 3
{"formula": "ClH10O5Zn", "method": "the ωB97M-V functional and the def2-TZVPD basis", "symbols": ["Zn", "Cl", "O", "H", "H", "O", "H", "H", "O", "H", "H", "O", "H", "H", "O", "H", "H"], "xyz": [[0.3736, -0.0779, -0.0806], [2.4020, -0.1841, -1.0455], [1.1232, 1.1338, 1.5194], [0.7672, 1.8965, 1.9863], [2.0019, 0.9656, 1.8794], [-0.5182, -1.0883, -1.7622], [-1.4057, -1.0560, -2.1339], [-0.0255, -1.7527, -2.2593], [-0.1414, 1.8525, -1.0880], [-0.7862, 2.0861, -1.7626], [0.4494, 2.6087, -1.0025], [0.5367, -1.9289, 0.9175], [1.1170, -2.1560, 1.6514], [0.0283, -2.7198, 0.7121], [-1.5887, 0.1230, 0.7905], [-2.2271, -0.5297, 0.4836], [-2.1064, 0.8273, 1.1943]], "mol_weight_da": 190.918, "homo_lumo_gap_ha": 0.3290, "charge": 1, "energy_ha": -2621.5773}

No. 4
{"formula": "CH3BBr2", "method": "the ωB97M-V functional and the def2-TZVPD basis", "symbols": ["B", "C", "Br", "Br", "H", "H", "H"], "xyz": [[-0.7773, 0.1472, 0.2493], [2.6813, -0.5094, -0.8977], [4.2721, -0.2364, 0.0676], [0.7531, 1.1806, 0.0578], [-1.8845, 0.5528, 0.4658], [-0.4017, -0.9152, 0.0205], [2.9612, -0.0467, -1.9493]], "mol_weight_da": 185.655, "homo_lumo_gap_ha": 0.2941, "charge": 0, "energy_ha": -5212.6232}

No. 5
{"formula": "C50H28Cl4CoN6Se", "method": "the ωB97M-V functional and the def2-TZVPD basis", "symbols": ["Co", "Cl", "C", "C", "C", "C", "C", "C", "C", "C", "C", "C", "C", "C", "C", "C", "C", "C", "Cl", "C", "C", "C", "N", "C", "C", "C", "C", "C", "C", "Cl", "C", "C", "C", "C", "C", "C", "N", "C", "C", "C", "C", "C", "N", "C", "C", "C", "C", "Cl", "C", "C", "C", "C", "N", "H", "H", "H", "H", "H", "H", "H", "H", "H", "H", "H", "H", "H", "H", "H", "H", "H", "H", "H", "H", "H", "H", "H", "H", "Se", "N", "C", "C", "C", "C", "C", "C", "N", "H", "H", "H", "H"], "xyz": [[0.0225, -0.1361, -0.1621], [6.3325, -6.7073, -2.8213], [5.2113, -5.5010, -2.2567], [4.7433, -4.5259, -3.1159], [3.8441, -3.5466, -2.6841], [3.3865, -3.5511, -1.3754], [3.8939, -4.5040, -0.4835], [4.7954, -5.4946, -0.9285], [2.3716, -2.5584, -0.9707], [2.7769, -1.1976, -0.9564], [4.1591, -0.7655, -1.1082], [4.1726, 0.5590, -0.9472], [2.7946, 0.9930, -0.6849], [2.3998, 2.3022, -0.6304], [3.4175, 3.3870, -0.6517], [3.5339, 4.2995, -1.7026], [4.5236, 5.2672, -1.7315], [5.4197, 5.3683, -0.6904], [6.7142, 6.5627, -0.8149], [5.3308, 4.5066, 0.4067], [4.3353, 3.5172, 0.4093], [1.0481, 2.7047, -0.5721], [0.0048, 1.8815, -0.4452], [-1.1576, 2.6840, -0.5245], [-2.4551, 2.2833, -0.4588], [-3.5439, 3.2737, -0.6933], [-4.1881, 3.2391, -1.9251], [-5.2539, 4.0821, -2.2136], [-5.7050, 4.9814, -1.2568], [-7.0511, 6.0671, -1.6005], [-5.0662, 5.0402, -0.0296], [-3.9854, 4.1760, 0.2452], [-2.8472, 0.9056, -0.3336], [-4.2544, 0.5167, -0.2073], [-4.2270, -0.8235, -0.1266], [-2.8578, -1.2544, -0.2218], [-2.0476, -0.1238, -0.3334], [-2.4510, -2.5361, -0.2046], [-1.0736, -2.9763, -0.3743], [-0.6969, -4.3378, -0.4617], [0.6380, -4.3343, -0.7070], [1.0708, -2.9753, -0.7232], [-0.0146, -2.1609, -0.4836], [-3.4801, -3.5983, 0.1047], [-3.9602, -4.5301, -0.8128], [-4.8876, -5.4986, -0.4021], [-5.3380, -5.5328, 0.9279], [-6.5380, -6.7021, 1.4529], [-4.8668, -4.6057, 1.8142], [-3.9521, -3.6414, 1.4124], [-0.7445, 4.0643, -0.6722], [0.5994, 4.0819, -0.7185], [1.9774, -0.1325, -0.7415], [5.1177, -4.4846, -4.1209], [3.5253, -2.7663, -3.3735], [3.6152, -4.5039, 0.5715], [5.1583, -6.2570, -0.2457], [4.9988, -1.4331, -1.2421], [5.0401, 1.1905, -1.0007], [2.8580, 4.2350, -2.5397], [4.6021, 5.9575, -2.5497], [6.0405, 4.6095, 1.2288], [4.2569, 2.8379, 1.2547], [-3.8859, 2.5215, -2.6917], [-5.7160, 4.0562, -3.1896], [-5.4221, 5.7338, 0.7281], [-3.4529, 4.2484, 1.1878], [-5.1092, 1.1525, -0.1849], [-5.0833, -1.4887, -0.1016], [-1.3458, -5.1791, -0.4141], [1.2568, -5.1875, -0.9078], [-3.6267, -4.5335, -1.8209], [-5.2455, -6.2324, -1.1030], [-5.2586, -4.5951, 2.8300], [-3.6157, -2.9315, 2.1467], [-1.4093, 4.8815, -0.8143], [1.1881, 4.9575, -0.8602], [-0.3064, -2.0497, 2.5727], [0.0242, -0.4299, 1.9323], [0.1940, 0.3628, 2.9718], [0.5265, 1.7718, 2.9090], [0.7381, 2.4412, 4.0728], [0.6416, 1.8051, 5.3379], [0.2924, 0.5003, 5.4406], [0.0644, -0.2673, 4.2609], [-0.2079, -1.5657, 4.2730], [0.5884, 2.2733, 1.9462], [0.9670, 3.4908, 4.0553], [0.8978, 2.3739, 6.2285], [0.2193, 0.0120, 6.3984]], "spin_multiplicity": 5, "mol_weight_da": 992.521, "s2": 6.061, "homo_lumo_gap_ha": [0.2070, 0.1848], "charge": 1, "energy_ha": -7875.5215}

No. 6
{"formula": "C2HNO3", "method": "the ωB97M-V functional and the def2-TZVPD basis", "symbols": ["O", "C", "O", "C", "N", "O", "H"], "xyz": [[-0.4671, -0.0997, 1.9336], [-0.1768, -0.0659, 0.7588], [0.4053, 0.9991, 0.1272], [0.4166, 0.6976, -1.2124], [0.0856, -0.5235, -1.4607], [-0.2813, -1.0866, -0.1921], [0.7063, 1.3730, -2.0041]], "mol_weight_da": 87.034, "homo_lumo_gap_ha": 0.4300, "charge": 0, "energy_ha": -357.2438}